# 1
Here is a structure of composition C54H53As2BF4NP2SV at a distorted geometry from the Open Molecules 2025 dataset. Energies are from ωB97M-V/def2-TZVPD.

Summary:
Kohn-Sham gap (spin up / spin down) in eV: 4.33 / 4.82
Net charge: +3
Multiplicity: 2
Electronic energy in eV: -246654.4942

Cartesian coordinates (Å):
V 0.7130 -0.0073 0.3361
C -5.4342 -1.2858 6.7553
S -3.9074 -1.1688 5.7993
C -4.4306 -2.0715 4.3174
C -3.2413 -2.2124 3.3810
C -2.7938 -0.8365 2.9099
N -1.6741 -0.8198 1.9261
P -1.7419 -0.4739 0.2563
C -2.4834 -1.9012 -0.5399
C -1.7024 -2.8934 -1.1321
C -2.3060 -4.0351 -1.6402
C -3.6833 -4.1867 -1.5539
C -4.4651 -3.1998 -0.9583
C -3.8727 -2.0551 -0.4520
C -2.8812 0.8706 -0.0250
C -3.2408 1.0666 -1.3649
C -4.0740 2.1147 -1.7118
C -4.5522 2.9720 -0.7263
C -4.1815 2.7906 0.6016
C -3.3321 1.7525 0.9557
P -0.0745 -1.2375 2.2632
C 0.1274 -1.1548 4.0329
C 0.0976 0.0677 4.7101
C 0.2011 0.0948 6.0877
C 0.3414 -1.0951 6.7963
C 0.3865 -2.3103 6.1275
C 0.2885 -2.3479 4.7446
C 0.2853 -2.9236 1.7706
C 1.6162 -3.2987 1.5476
C 1.9226 -4.6078 1.2183
C 0.9046 -5.5475 1.1026
C -0.4186 -5.1767 1.3145
C -0.7329 -3.8684 1.6405
H -5.2315 -0.8438 7.7286
H -5.7176 -2.3281 6.8896
H -6.2397 -0.7353 6.2732
H -5.2531 -1.5367 3.8353
H -4.7891 -3.0567 4.6149
H -3.5300 -2.8273 2.5250
H -2.4288 -2.7113 3.9161
H -2.4808 -0.2463 3.7687
H -3.6440 -0.3351 2.4547
H -0.6296 -2.7869 -1.1987
H -1.7007 -4.8052 -2.1028
H -4.1541 -5.0774 -1.9525
H -5.5405 -3.3194 -0.8990
H -4.4884 -1.2869 0.0021
H -2.8791 0.3909 -2.1331
H -4.3551 2.2614 -2.7463
H -5.2174 3.7842 -0.9948
H -4.5583 3.4584 1.3669
H -3.0308 1.6468 1.9891
H -0.0079 0.9944 4.1745
H 0.1737 1.0432 6.6126
H 0.4157 -1.0721 7.8773
H 0.4984 -3.2341 6.6812
H 0.3308 -3.2982 4.2295
H 2.4229 -2.5865 1.6492
H 2.9527 -4.8945 1.0518
H 1.1443 -6.5716 0.8450
H -1.2110 -5.9097 1.2228
H -1.7624 -3.5883 1.7965
C 3.0700 2.0796 -0.8209
C 3.0601 2.6446 0.5994
As 1.7072 1.7955 1.7570
C 2.7492 1.1885 3.2496
C 2.9733 2.0488 4.3155
C 3.7755 1.6250 5.3655
C 4.3391 0.3556 5.3505
C 4.1130 -0.5009 4.2785
C 3.3167 -0.0811 3.2225
C 0.5928 3.2085 2.4003
C 1.1066 4.4899 2.5490
C 0.2780 5.4974 3.0239
C -1.0464 5.2256 3.3467
C -1.5579 3.9431 3.1850
C -0.7392 2.9355 2.7011
As 1.2263 1.8279 -1.4154
C 0.4770 3.5567 -0.9958
C 1.2000 4.6989 -1.3384
C 0.6682 5.9525 -1.0855
C -0.5935 6.0698 -0.5069
C -1.3231 4.9336 -0.1880
C -0.7857 3.6741 -0.4309
C 1.1445 1.8422 -3.3277
C 0.0087 1.3353 -3.9464
C -0.1227 1.4492 -5.3209
C 0.8750 2.0692 -6.0625
C 2.0084 2.5697 -5.4327
C 2.1564 2.4504 -4.0571
H 3.5734 1.1181 -0.8518
H 3.5982 2.7344 -1.5053
H 2.8259 3.7025 0.5802
H 4.0128 2.4976 1.0931
H 2.5264 3.0326 4.3374
H 3.9582 2.2897 6.2016
H 4.9639 0.0335 6.1749
H 4.5606 -1.4874 4.2639
H 3.1503 -0.7415 2.3828
H 2.1376 4.7161 2.3139
H 0.6717 6.4996 3.1445
H -1.6822 6.0173 3.7254
H -2.5923 3.7341 3.4356
H -1.1368 1.9421 2.5421
H 2.1683 4.6180 -1.8167
H 1.2307 6.8409 -1.3484
H -1.0123 7.0525 -0.3217
H -2.3152 5.0236 0.2407
H -1.3614 2.7923 -0.1910
H -0.7674 0.8529 -3.3675
H -0.9979 1.0477 -5.8149
H 0.7756 2.1536 -7.1370
H 2.7873 3.0485 -6.0129
H 3.0574 2.8241 -3.5911
F 2.1276 -0.8073 -0.0609
B 2.0942 -1.6212 -2.3465
F 2.9109 -0.6644 -2.7333
F 2.5111 -2.8271 -2.0641
F 0.7772 -1.3157 -2.2254



# 2
Here is a cluster of 16 separate species, C51H132N9O46P7 in total at a distorted geometry from the Open Molecules 2025 dataset. Energies are from ωB97M-V/def2-TZVPD.

Summary:
Kohn-Sham gap in eV: 9.76
Relative energy (zero: lowest compared OMol25 entry of this formula, charge and spin) in kcal per mole: 0.0
Electronic energy in eV: -227638.9993

Cartesian coordinates (Å):
C -1.1671 -0.8335 -9.7458
C 0.1272 -0.2674 -9.1410
O -0.1536 1.1150 -8.8004
P -0.0491 1.6824 -7.3035
O -0.6036 3.0391 -7.1187
O 1.5047 1.5301 -6.9467
C 1.8850 1.8151 -5.6032
C 3.4296 1.8893 -5.4764
O -0.7499 0.4912 -6.4500
C -2.2049 0.4081 -6.4985
C -2.7385 -0.0436 -5.1664
H -1.3801 -1.8304 -9.3603
H -2.0262 -0.1977 -9.5308
H -1.1900 -0.8170 -10.8355
H 0.5461 -0.7860 -8.2785
H 0.9359 -0.3376 -9.8688
H 1.4343 2.7614 -5.3052
H 1.5809 1.0209 -4.9214
H 3.9535 0.9875 -5.7944
H 3.8965 2.6819 -6.0628
H 3.7817 2.0898 -4.4644
H -2.5802 1.3623 -6.8690
H -2.3247 -0.3242 -7.2974
H -2.2167 -0.8547 -4.6583
H -2.8941 0.7228 -4.4071
H -3.7193 -0.4238 -5.4588
C -0.0301 8.6558 1.0401
C -0.5877 7.2126 0.8845
O 0.4265 6.2561 0.5650
P 0.8940 5.7790 -0.9121
O -0.0576 4.9098 -1.6222
O 1.1329 7.2313 -1.6254
C 1.4641 7.3713 -2.9674
C 0.8989 8.6794 -3.4354
O 2.3808 5.2647 -0.6203
C 3.2060 4.7526 -1.6455
C 2.9133 3.2071 -1.7119
H -0.8512 9.3586 0.9001
H 0.5145 8.7768 1.9764
H 0.6895 8.9201 0.2649
H -1.1073 6.8854 1.7848
H -1.3623 7.2647 0.1183
H 2.5329 7.2513 -3.1483
H 0.9736 6.5357 -3.4721
H 1.4189 9.4612 -2.8810
H 1.1081 8.8721 -4.4887
H -0.1862 8.7669 -3.3923
H 3.1465 5.2577 -2.6093
H 4.2235 4.9164 -1.2903
H 2.7612 2.7963 -0.7131
H 1.9057 3.0491 -2.1006
H 3.6537 2.6630 -2.2967
C 2.8291 4.6590 2.5213
C 1.3963 4.7227 3.1346
O 0.9529 3.4509 3.5559
P -0.4698 3.1753 4.3393
O -1.6725 3.7456 3.6883
O -0.5012 1.5761 4.5931
C -1.7227 0.9084 4.9224
C -2.3453 0.4306 3.5859
O -0.1903 3.7317 5.8143
C 0.9692 3.3532 6.5327
C 0.6354 3.4485 7.9473
H 2.7292 3.9582 1.6924
H 3.1041 5.6954 2.3312
H 3.5458 4.2205 3.2159
H 1.5265 5.4134 3.9732
H 0.6482 5.3409 2.6391
H -1.4601 0.1144 5.6199
H -2.4583 1.5568 5.3997
H -1.6374 -0.2235 3.0768
H -3.2118 -0.1932 3.8115
H -2.6850 1.2308 2.9294
H 1.2322 2.3172 6.3095
H 1.8776 3.8921 6.2590
H -0.0533 2.6513 8.2276
H 1.4987 3.5290 8.6079
H 0.0804 4.3579 8.1836
C 0.3678 -0.9660 -2.1228
C 0.2246 -2.0304 -1.0465
O 1.2354 -2.0554 -0.0682
P 0.9077 -1.5768 1.4203
O 2.0539 -1.5695 2.3377
O 0.1691 -0.1587 1.2921
C 0.9522 0.9930 0.9776
C 0.0619 2.1413 0.4890
O -0.3052 -2.5342 1.8989
C -0.0345 -3.9078 2.2341
C -1.0504 -4.8508 1.7256
H 1.2820 -1.1175 -2.6971
H -0.4544 -1.0281 -2.8360
H 0.3498 0.0256 -1.6713
H -0.7767 -1.9878 -0.6169
H 0.2188 -2.9845 -1.5746
H 1.5670 1.2475 1.8417
H 1.6687 0.7824 0.1806
H -0.4837 1.8556 -0.4105
H -0.6696 2.2747 1.2873
H 0.6467 3.0453 0.3318
H 0.9292 -4.1336 1.7747
H 0.0909 -3.8535 3.3144
H -1.0226 -4.8338 0.6353
H -0.9012 -5.8663 2.0906
H -2.0582 -4.5757 2.0398
C 8.3987 6.7545 0.0001
C 7.6267 5.7642 -0.8883
O 6.8393 4.8801 -0.0543
P 6.8962 3.3240 -0.4795
O 6.6348 3.0579 -1.9213
O 5.9570 2.6883 0.6591
C 5.6135 1.2934 0.6376
C 4.4998 1.1525 1.7312
O 8.3839 2.8926 0.0887
C 9.2413 1.9099 -0.5281
C 9.8517 2.5543 -1.7886
H 9.0032 7.3976 -0.6417
H 7.7942 7.3706 0.6638
H 9.2000 6.2455 0.5367
H 6.9580 6.2259 -1.6152
H 8.3102 5.1915 -1.5164
H 5.2800 1.0981 -0.3823
H 6.4348 0.6151 0.8724
H 4.9232 1.2989 2.7250
H 3.7455 1.9288 1.6102
H 4.1616 0.1166 1.7024
H 10.0133 1.6403 0.1913
H 8.6844 1.0248 -0.8370
H 10.4596 3.4200 -1.5273
H 10.5376 1.8088 -2.1953
H 9.1113 2.7300 -2.5678
C -3.1038 -0.3175 -0.8749
C -4.4135 -0.2066 -1.6175
O -4.6556 -1.4569 -2.2660
P -6.1553 -1.7682 -2.7188
O -6.6141 -0.8642 -3.7976
O -6.0606 -3.3360 -3.1268
C -5.9383 -3.6522 -4.4692
C -4.4286 -3.5060 -4.9114
O -6.9910 -1.8313 -1.3218
C -8.3973 -2.0196 -1.3876
C -8.9428 -0.6651 -1.7201
H -2.7947 0.5673 -0.3190
H -3.2041 -1.0833 -0.1055
H -2.3089 -0.6629 -1.5358
H -5.1388 -0.1004 -0.8089
H -4.5276 0.6022 -2.3388
H -6.2733 -4.6785 -4.6222
H -6.5607 -3.0526 -5.1340
H -3.9511 -2.5689 -4.6281
H -3.8426 -4.3498 -4.5482
H -4.4464 -3.5025 -6.0022
H -8.6639 -2.7569 -2.1465
H -8.8205 -2.3905 -0.4545
H -8.9285 -0.4180 -2.7813
H -10.0261 -0.6877 -1.5819
H -8.5031 0.1206 -1.1078
C -3.3992 -5.7250 7.5292
C -4.3820 -4.6814 7.0102
O -4.1293 -4.4370 5.5983
P -3.8624 -2.9403 5.1022
O -4.9491 -1.9907 5.4154
O -2.4951 -2.5502 5.8909
C -1.2126 -2.9287 5.4416
C -0.1811 -2.4630 6.4814
O -3.4930 -3.1274 3.5347
C -4.5396 -3.3561 2.6022
C -5.1487 -2.0449 2.1466
H -3.2526 -6.5366 6.8169
H -2.4230 -5.2615 7.6771
H -3.7118 -6.1316 8.4908
H -5.3918 -5.0871 6.9446
H -4.4108 -3.7802 7.6219
H -1.2060 -4.0163 5.3615
H -0.9151 -2.4220 4.5228
H -0.2545 -1.4140 6.7694
H -0.2841 -3.0706 7.3801
H 0.8063 -2.5081 6.0212
H -4.1360 -3.8287 1.7058
H -5.2832 -4.0121 3.0561
H -5.6157 -1.6250 3.0378
H -4.3944 -1.3586 1.7648
H -5.8755 -2.2468 1.3594
C -1.1749 -4.1909 -5.9184
N 0.0285 -4.4176 -4.9868
O 0.8452 -5.2453 -5.3767
O 0.1043 -3.7797 -3.9398
H -0.7602 -3.8057 -6.8491
H -1.6662 -3.3249 -5.4772
H -1.6876 -5.1491 -5.9630
C 3.0007 0.5312 4.7076
N 3.1210 0.2609 6.1816
O 3.7599 1.0419 6.8666
O 2.4064 -0.6417 6.6257
H 3.4667 1.4992 4.5338
H 1.9362 0.5626 4.4742
H 3.3418 -0.2576 4.0382
C -1.2593 3.7150 -4.1142
N -1.1402 2.5844 -3.1225
O -2.1128 2.3223 -2.4407
O -0.1182 1.9382 -3.1368
H -1.2157 4.5886 -3.4637
H -2.2297 3.6906 -4.6066
H -0.4176 3.6711 -4.8010
C -2.3026 -8.0395 3.4825
N -1.4688 -8.4813 4.6256
O -0.4096 -9.0362 4.3250
O -1.8639 -8.2788 5.7744
H -2.9085 -8.9155 3.2554
H -1.6199 -7.7786 2.6760
H -2.8580 -7.1538 3.7874
C -3.8440 -5.5094 -1.7553
N -2.4653 -4.9532 -1.7802
O -1.5631 -5.7089 -2.1547
O -2.2914 -3.7094 -1.7313
H -3.7044 -6.5727 -1.9388
H -4.3851 -4.9130 -2.4874
H -4.2517 -5.3183 -0.7631
C 4.4538 -2.3039 -0.0290
N 3.9439 -2.3188 -1.3959
O 3.6900 -3.4231 -1.8516
O 3.7680 -1.2129 -1.9550
H 3.8295 -2.6552 0.7917
H 4.8862 -1.3374 0.2206
H 5.1929 -3.0966 -0.1538
C 1.4742 -6.1572 -1.3887
N 2.8740 -6.3236 -0.9484
O 3.2751 -5.5861 -0.0443
O 3.5616 -7.2107 -1.4763
H 1.1565 -7.1860 -1.5546
H 1.4105 -5.4776 -2.2368
H 0.8975 -5.8499 -0.5175
C -2.8405 4.0952 0.3166
N -3.9342 4.8635 0.9249
O -3.5999 5.6565 1.7812
O -5.1029 4.6327 0.5946
H -1.8476 4.3535 0.6775
H -2.9337 4.2712 -0.7552
H -3.0784 3.0397 0.4445
C 1.7619 -7.4442 5.5128
N 1.3565 -6.3406 4.5542
O 1.1245 -5.2558 5.0421
O 1.3578 -6.5703 3.3892
H 2.7036 -7.1426 5.9690
H 1.9055 -8.3208 4.8846
H 0.9664 -7.5532 6.2479



# 3
Here is a cluster of 2 separate species, C14H24N5 in total at a distorted geometry from the Open Molecules 2025 dataset. Energies are from ωB97M-V/def2-TZVPD.

Summary:
Kohn-Sham gap in eV: 8.08
Net charge: +1
Electronic energy in eV: -22350.5551

Cartesian coordinates (Å):
C -2.9651 0.5246 1.5592
C -3.6623 -0.8040 1.0574
C -2.5067 -1.7264 0.3834
C -1.7059 -2.3500 1.6031
N -2.2832 -3.4402 2.2410
C -1.3531 -3.7237 3.3040
C -0.2467 -2.7697 3.2216
N -0.5124 -1.8938 2.1161
C 0.3661 -0.7622 1.7294
C 1.2923 -1.1242 0.4842
N 0.5791 -1.3193 -0.7959
N 2.0863 -2.3528 0.7337
N 2.2454 0.0085 0.2656
H -2.2780 0.3587 2.4515
H -3.7700 1.2274 1.9421
H -2.3543 1.0442 0.7679
H -4.4976 -0.6492 0.3241
H -3.9760 -1.3723 1.9882
H -1.8754 -1.0262 -0.2266
H -2.9359 -2.5153 -0.2959
H -3.1576 -3.9222 2.0248
H -1.4288 -4.5136 4.0892
H 0.6306 -2.7346 3.9110
H 1.0716 -0.5897 2.6055
H -0.1922 0.2184 1.6137
H 0.0457 -2.1892 -0.8199
H 0.0265 -0.5065 -1.0795
H 1.4458 -3.1427 0.8962
H 2.5570 -2.5417 -0.1654
H 2.1994 0.5488 1.1432
H 1.8098 0.5659 -0.4786
C 2.5020 4.4220 -2.1471
C 2.0185 5.0060 -3.3117
C 1.6327 4.2076 -4.3826
C 1.7215 2.8238 -4.2852
C 2.2017 2.2392 -3.1190
C 2.5959 3.0383 -2.0515
H 2.8059 5.0450 -1.3135
H 1.9430 6.0849 -3.3856
H 1.2621 4.6640 -5.2932
H 1.4164 2.2012 -5.1186
H 2.2699 1.1586 -3.0425
H 2.9760 2.5822 -1.1436



# 4
Here is the ion C16H27ClN3O2 with charge +1 from the Open Molecules 2025 dataset. Energies are from ωB97M-V/def2-TZVPD.

Summary:
Kohn-Sham gap in eV: 8.64
Net charge: +1
SMILES: CC[NH+](CC)CCCNCC(=O)Nc1ccc(OC)c(Cl)c1
Electronic energy in eV: -38112.9599

Cartesian coordinates (Å):
C 4.4356 -1.1586 0.6382
C 2.9173 -1.1070 0.6005
N 2.3207 -1.2185 -0.7575
C 2.5461 -2.5548 -1.3497
C 1.6361 -2.8750 -2.5378
H 1.9407 -2.3342 -3.4336
H 1.7598 -3.9381 -2.7494
C 0.1604 -2.5803 -2.2489
N -0.1743 -3.0241 -0.9027
H -0.1842 -4.0380 -0.8709
C -1.4262 -2.4984 -0.3968
H -2.2502 -2.5507 -1.1288
C -1.2389 -1.0466 0.0368
O -0.1402 -0.4982 -0.0220
N -2.3575 -0.4567 0.4739
C -2.5391 0.8537 0.9608
C -3.8335 1.2743 1.2401
C -4.0746 2.5480 1.7203
C -3.0270 3.4413 1.9350
C -1.7244 2.9992 1.6522
C -1.4791 1.7282 1.1763
H -0.4658 1.4263 0.9830
Cl -0.4075 4.0768 1.9112
O -3.1503 4.6991 2.3948
C -4.4349 5.1962 2.7012
H -4.2766 6.2150 3.0491
H -4.9097 4.6119 3.4945
H -5.0783 5.2108 1.8169
H -5.0902 2.8421 1.9272
H -4.6665 0.6050 1.0836
H -3.2081 -1.0050 0.4547
H -1.7170 -3.0774 0.4837
H -0.0284 -1.5053 -2.3065
H -0.4602 -3.0574 -3.0224
H 3.5885 -2.6342 -1.6645
H 2.3561 -3.2888 -0.5660
C 2.7281 -0.1291 -1.6770
C 2.3527 1.2498 -1.1587
H 2.4853 1.9765 -1.9551
H 2.9743 1.5597 -0.3244
H 1.3104 1.2687 -0.8526
H 2.2186 -0.2973 -2.6260
H 3.8035 -0.1999 -1.8516
H 1.2778 -1.1045 -0.5753
H 2.5650 -0.1715 1.0347
H 2.5056 -1.9232 1.1972
H 4.8844 -0.3205 0.1133
H 4.8211 -2.0857 0.2238
H 4.7548 -1.1034 1.6752



# 5
Here is a cluster of 4 separate species, CH9O3S in total from the Open Molecules 2025 dataset. Energies are from ωB97M-V/def2-TZVPD.

Summary:
Kohn-Sham gap in eV: 7.02
Net charge: -1
Relative energy (zero: lowest compared OMol25 entry of this formula, charge and spin) in kcal per mole: 15.0
Electronic energy in eV: -18162.1218

Cartesian coordinates (Å):
C 0.7475 -1.5408 -0.1166
S 1.5076 0.0594 -0.5725
H 0.6735 -2.1921 -0.9902
H 1.4028 -2.0629 0.5911
H -0.2318 -1.4149 0.3461
H -1.5281 -0.2111 -1.6211
H -0.7579 -0.9849 -2.7413
O -1.6227 -0.8499 -2.3332
H 0.2146 1.5691 0.0525
H -1.3167 1.7127 0.3482
O -0.4552 1.9968 0.6731
H -0.7394 -0.1392 3.2794
H -0.6135 0.6204 1.8899
O -1.2371 0.2783 2.5760



# 6
Here is a structure of composition C3H4CrO3 at a distorted geometry from the Open Molecules 2025 dataset. Energies are from ωB97M-V/def2-TZVPD.

Summary:
Kohn-Sham gap (spin up / spin down) in eV: 6.42 / 6.70
Relative energy (zero: lowest compared OMol25 entry of this formula, charge and spin) in kcal per mole: 105.7
Multiplicity: 5
Electronic energy in eV: -37732.9728

Cartesian coordinates (Å):
O -1.0478 -1.2299 1.1665
C 0.2690 -0.8635 1.3503
C 0.8401 -0.1989 0.1102
O 0.4265 -0.7532 -1.0117
Cr -1.6135 -0.6489 -0.5340
H 0.9327 -1.7294 1.5675
H 0.4332 -0.1428 2.1813
H 1.8890 0.1417 0.1489
C -0.6191 1.1723 -0.8138
O -0.4136 1.8027 -1.9666
H -1.0965 2.4498 -2.1986